No. 1
This record from the Open Molecules 2025 dataset describes the ion C2H4BrN2 with charge +1 at a distorted geometry. The level of theory is ωB97M-V/def2-TZVPD.

Values from the calculation:
SMILES string: CN1[NH+]=C1Br
Kohn-Sham gap, eV: 9.643
Net charge: +1

Structure (XYZ):
```
9
Properties=species:S:1:pos:R:3:nbo_charge:R:1
C -0.278 -0.308 -1.233 -0.451
N 0.353 -0.411 0.042 -0.171
N 0.729 0.887 0.808 -0.394
C -0.096 -0.001 1.307 0.385
Br -1.091 -0.448 2.714 0.442
H -0.658 0.697 -1.431 0.231
H 0.472 -0.574 -1.981 0.252
H -1.106 -1.017 -1.270 0.253
H 1.675 1.176 1.043 0.453
```

No. 2
This record from the Open Molecules 2025 dataset describes an isolated molecule of C2H4BrNS at a distorted geometry. The level of theory is ωB97M-V/def2-TZVPD.

Values from the calculation:
Kohn-Sham gap (spin up / spin down), eV: 7.481 / 7.483

Structure (XYZ):
```
9
Properties=species:S:1:pos:R:3:nbo_charge:R:1
C 1.341 -0.797 -0.032 0.114
C -1.030 -0.728 -0.131 -0.409
N 0.275 -0.108 -0.198 -0.430
S -0.277 1.958 -0.117 -0.050
Br 2.962 -0.019 0.581 0.047
H -1.172 -1.679 -0.617 0.222
H -1.396 -0.847 0.863 0.214
H -1.532 0.030 -0.675 0.204
H 0.830 2.191 0.325 0.088
```